C28H57ClFIO8S5 | ωB97M-V with the def2-TZVPD basis set

Cartesian coordinates (Å):
C1 -4.3851 -1.6467 -4.0775
C2 -4.5509 -0.2839 -3.1989
C3 -3.7040 -0.4760 -1.8536
C4 -3.9296 0.7276 -0.7777
C5 -3.6364 0.1422 0.7009
C6 -2.6447 1.0333 1.6016
C7 -1.3472 1.5711 0.7891
C8 -0.2193 2.1655 1.7667
C9 1.2125 1.5629 1.3007
C10 1.7680 2.4334 0.0939
C11 3.3490 2.8072 0.1291
C12 3.8888 3.8180 1.2346
C13 3.2617 3.7057 2.7058
C14 3.9584 2.6413 3.6715
Cl1 2.8782 2.5140 5.1875
O1 3.3025 3.7786 -1.0111
C15 3.3141 3.2678 -2.3238
O2 2.6525 3.5544 -3.3279
C16 4.4522 2.1009 -2.1286
S1 3.9712 0.9223 -3.4645
I1 6.1789 3.1112 -2.9635
C17 4.3710 1.7058 -0.5479
C18 3.7849 0.1887 -0.6124
C19 3.6581 -0.5110 0.8498
C20 4.6731 -1.7748 1.0104
S2 5.0078 -2.1270 2.7948
O3 4.0412 -1.4266 3.7340
O4 6.4249 -1.7434 3.0826
O5 4.8810 -3.7963 2.9898
C21 5.8650 1.6778 0.0777
C22 6.8425 0.5815 -0.5248
F1 5.8471 1.4631 1.5280
H1 -4.0446 -1.3750 -5.1394
H2 -5.4103 -2.1477 -4.2006
H3 -3.6368 -2.3779 -3.6089
H4 -4.1611 0.5940 -3.8132
H5 -5.6702 -0.1406 -2.9992
H6 -2.6023 -0.6821 -2.0750
H7 -4.1025 -1.4254 -1.3303
H8 -3.3693 1.6835 -1.0372
H9 -5.0515 0.9945 -0.8318
H10 -3.2932 -0.9554 0.6284
H11 -4.6462 0.1169 1.2504
H12 -2.2118 0.3245 2.4034
H13 -3.1468 1.9035 2.1417
H14 -1.6545 2.4150 0.0649
H15 -1.0075 0.7017 0.1349
H16 -0.2514 3.3105 1.6907
H17 -0.4949 1.8325 2.8337
H18 0.9712 0.5092 0.8947
H19 1.9292 1.3926 2.1749
H20 1.4832 1.8867 -0.8815
H21 1.2297 3.4501 0.0804
H22 3.6110 4.8913 0.9068
H23 5.0177 3.8570 1.3705
H24 3.4894 4.7312 3.1939
H25 2.1092 3.6652 2.7232
H26 4.9746 2.9994 4.0681
H27 4.0336 1.5855 3.2676
H28 2.7162 0.3668 -3.2613
H29 2.7178 0.1619 -1.0426
H30 4.4880 -0.5300 -1.1700
H31 3.7202 0.2201 1.7146
H32 2.6093 -0.9870 0.9211
H33 5.5982 -1.6917 0.3572
H34 4.0875 -2.6865 0.6109
H35 4.2745 -4.0047 3.7343
H36 6.3872 2.7014 -0.0190
H37 6.4702 0.1684 -1.5287
H38 7.1419 -0.2518 0.2113
H39 7.8356 1.1147 -0.7753
C23 -0.9091 -1.6345 -5.5612
S3 -0.1284 -2.2653 -4.0616
O6 1.0972 -1.4444 -3.8152
C24 0.4072 -3.8364 -4.7701
H40 -1.2862 -0.6317 -5.3573
H41 -0.1792 -1.5895 -6.3714
H42 -1.7412 -2.2833 -5.8398
H43 1.0564 -3.6563 -5.6289
H44 -0.4664 -4.4157 -5.0741
H45 0.9591 -4.3888 -4.0082
C25 -7.7751 0.3140 1.5622
S4 -7.9245 -1.1200 0.4759
O7 -6.6672 -1.2016 -0.3279
C26 -9.2062 -0.4210 -0.5857
H46 -6.9907 0.1122 2.2929
H47 -7.5088 1.1977 0.9795
H48 -8.7202 0.4774 2.0829
H49 -8.8519 0.5082 -1.0358
H50 -10.1059 -0.2343 0.0033
H51 -9.4334 -1.1414 -1.3730
C27 -3.3227 -4.3114 3.5786
S5 -2.5687 -2.8010 4.2184
O8 -3.3468 -1.6476 3.6746
C28 -1.0450 -2.9257 3.2582
H52 -4.3140 -4.4154 4.0209
H53 -3.4150 -4.2517 2.4927
H54 -2.7110 -5.1713 3.8575
H55 -1.2773 -2.9509 2.1917
H56 -0.5048 -3.8292 3.5469
H57 -0.4280 -2.0519 3.4742

Summary:
LUMO energy = -0.119 eV
Kohn-Sham gap = 8.9 eV
Calculated total energy = -123848.41871 eV
HOMO energy = -0.3309 Ha
2S+1 = 1